#A
Below is a 3-piece molecular cluster, C5H16NO2 overall, with properties calculated with the ωB97M-V functional and the def2-TZVPD basis.

```
24
Properties=species:S:1:pos:R:3:lowdin_charge:R:1
C 0.91 -1.06 1.13 -0.11
C 0.74 0.33 1.80 -0.18
C 1.12 1.44 0.74 -0.15
C -0.13 1.99 0.09 -0.30
C -0.81 3.08 0.46 0.12
N -0.59 1.31 -1.13 0.21
H 0.07 -1.72 1.39 0.07
H 1.19 -1.00 0.10 0.05
H 1.67 -1.67 1.62 0.08
H -0.33 0.43 1.96 0.09
H 1.19 0.43 2.79 0.11
H 1.96 1.22 0.11 0.11
H 1.64 2.23 1.30 0.13
H -1.74 3.22 -0.06 0.08
H -0.50 3.84 1.15 0.09
H -0.20 1.80 -1.92 0.17
H -0.37 0.29 -1.38 0.13
H -1.60 1.16 -1.25 0.17
H -0.80 -2.16 -0.96 0.03
H -0.16 -1.65 -2.16 0.07
O -0.91 -1.41 -1.59 -0.08
H -0.28 -4.00 -1.69 0.07
H -0.59 -4.58 -0.28 0.08
O -0.17 -3.84 -0.73 -0.05
```

The charge is +1. As for the LUMO energy: -3.09 eV. Its HOMO energy is -0.518 hartree.

***

#B
Below is a 3-piece molecular cluster, C5H16NO2 overall, with properties calculated with the ωB97M-V functional and the def2-TZVPD basis.

```
24
Properties=species:S:1:pos:R:3:lowdin_charge:R:1
C -1.76 1.61 0.72 -0.27
C -1.56 0.35 -0.11 -0.11
C -0.02 0.08 -0.47 -0.36
C 0.14 -1.29 -0.82 0.28
C 0.47 0.95 -1.66 0.02
N -1.28 1.42 2.05 0.02
H -2.84 1.67 0.72 0.13
H -1.37 2.49 0.19 0.12
H -2.11 -0.47 0.30 0.11
H -2.08 0.52 -1.07 0.14
H -0.02 -1.61 -1.84 0.14
H 0.97 -1.82 -0.31 0.15
H -0.05 0.60 -2.55 0.10
H 1.54 0.85 -1.81 0.10
H 0.17 1.96 -1.45 0.10
H 0.47 0.38 0.44 0.14
H -0.62 0.71 2.29 0.07
H -1.40 2.10 2.78 0.09
H 5.12 -0.51 1.20 0.04
H 5.55 -0.24 -0.22 0.04
O 5.13 -0.92 0.33 -0.07
H -0.96 -2.38 0.20 -0.04
H -1.94 -3.57 0.26 0.09
O -1.53 -2.87 0.81 0.00
```

The charge is +1. As for the LUMO energy: -7.85 eV. Its HOMO energy is -0.460 hartree.

***

#C
Below is a 3-piece molecular cluster, C5H16NO2 overall, with properties calculated with the ωB97M-V functional and the def2-TZVPD basis.

```
24
Properties=species:S:1:pos:R:3:lowdin_charge:R:1
C 0.41 1.12 -0.54 -0.07
C -0.31 0.66 0.74 -0.24
N -1.34 -0.53 0.57 0.07
C -0.82 -1.73 1.41 -0.10
C 0.13 -1.15 2.43 -0.16
C 0.72 0.01 1.64 -0.16
H 1.08 1.91 -0.07 0.12
H -0.21 1.40 -1.37 0.07
H 1.09 0.57 -1.19 0.07
H -0.84 1.46 1.27 0.15
H -1.41 -1.00 -0.43 0.16
H -2.38 -0.36 0.65 0.19
H -1.68 -2.34 1.84 0.15
H -0.19 -2.22 0.63 0.13
H -0.42 -0.96 3.28 0.10
H 0.80 -1.85 2.70 0.09
H 1.54 -0.54 1.10 0.14
H 1.40 0.75 2.23 0.17
H -0.61 -2.41 -2.23 0.14
H 0.32 -1.06 -2.61 0.06
O -0.25 -1.47 -1.94 -0.10
H 1.19 2.79 -3.96 0.04
H 0.58 3.86 -3.10 0.07
O 1.19 3.07 -3.04 -0.08
```

The charge is +1. As for the LUMO energy: -2.97 eV. Its HOMO energy is -0.524 hartree.

***

#D
Below is a 2-piece molecular cluster, C5H16NO2 overall, with properties calculated with the ωB97M-V functional and the def2-TZVPD basis.

```
24
Properties=species:S:1:pos:R:3:lowdin_charge:R:1
C 0.14 1.80 -0.01 -0.14
O -0.99 2.57 -0.47 -0.08
C -0.19 0.29 0.01 -0.20
C 0.98 -0.60 -0.34 -0.38
C 1.34 -0.68 -1.87 -0.05
C 0.79 -2.03 0.16 -0.07
N -1.33 0.12 -1.05 0.24
H 0.89 2.06 -0.77 0.13
H 0.44 2.29 0.92 0.15
H -1.47 2.88 0.30 0.10
H -0.62 -0.05 0.96 0.13
H 1.93 -0.28 0.07 0.15
H 1.50 0.33 -2.26 0.09
H 0.58 -1.18 -2.47 0.07
H 2.28 -1.20 -1.99 0.10
H 0.78 -2.23 1.22 0.06
H 0.01 -2.49 -0.47 0.09
H 1.65 -2.69 -0.04 0.09
H -1.06 -0.62 -1.69 0.14
H -2.21 -0.05 -0.58 0.17
H -1.50 1.00 -1.56 0.15
H -1.25 -1.45 3.43 0.05
H 0.29 -1.45 3.61 0.04
O -0.43 -1.09 3.11 -0.04
```

The charge is +1. As for the LUMO energy: -3.19 eV. Its HOMO energy is -0.546 hartree.

***

Ordering by calculated energy gives the sequence #D, #A, #C, #B, with the first entry being the most stable.

***

#A
Below is a 2-piece molecular cluster, C3H10N3 overall, with properties calculated with the ωB97M-V functional and the def2-TZVPD basis.

```
16
Properties=species:S:1:pos:R:3:lowdin_charge:R:1
C -2.11 0.91 0.33 -0.12
N -1.89 0.31 1.42 0.03
H -1.28 1.42 -0.16 0.04
H -3.07 0.97 -0.19 0.08
H -2.77 -0.07 1.78 0.06
C 0.41 -1.93 -1.06 -0.01
N 1.61 1.28 0.25 0.20
C 1.03 0.10 0.13 -0.18
N 0.97 -0.58 -0.97 0.03
H 0.00 -2.08 -2.05 0.10
H -0.35 -2.05 -0.30 0.09
H 1.19 -2.68 -0.92 0.10
H 1.95 1.75 -0.58 0.14
H 1.33 1.86 1.03 0.14
H 0.50 -0.32 0.98 0.14
H 1.34 -0.15 -1.81 0.17
```

The charge is +1. As for the LUMO energy: -3.48 eV. Its HOMO energy is -0.522 hartree.

***

#B
Below is an isolated ion of composition C3H10N3 and charge +1, with properties calculated with the ωB97M-V functional and the def2-TZVPD basis.

```
16
Properties=species:S:1:pos:R:3:lowdin_charge:R:1
C -0.19 -0.81 -0.47 -0.20
C -0.10 0.77 -0.37 -0.22
C 2.12 -0.02 0.18 -0.06
N 0.72 -0.07 0.34 -0.12
N -1.31 -1.23 0.32 0.18
N -1.39 1.30 0.30 0.04
H 0.17 -1.43 -1.27 0.16
H 0.18 1.28 -1.26 0.14
H 2.58 0.84 0.79 0.13
H 2.62 -0.96 0.67 0.13
H 2.42 0.19 -0.78 0.05
H -0.97 -1.45 1.27 0.18
H -1.81 -2.01 -0.19 0.20
H -1.82 -0.26 0.43 0.13
H -1.96 1.57 -0.55 0.13
H -1.26 2.30 0.57 0.12
```

The charge is +1. The structure (SMILES) is CN1[C@H](N)[C@@H]1[NH3+]. As for the LUMO energy: -3.10 eV. Its HOMO energy is -0.514 hartree.

***

#C
Below is a 2-piece molecular cluster, C3H10N3 overall, with properties calculated with the ωB97M-V functional and the def2-TZVPD basis.

```
16
Properties=species:S:1:pos:R:3:lowdin_charge:R:1
C -1.98 -0.18 0.71 -0.11
C -0.86 -0.67 -0.10 -0.13
C 1.63 -0.02 0.55 -0.19
N 2.11 -0.96 -0.27 0.12
N 1.85 1.19 0.01 0.11
N -1.75 0.39 -0.62 0.03
H -2.80 -0.72 0.79 0.07
H -1.73 0.48 1.46 0.09
H -0.95 -1.62 -0.42 0.03
H 1.39 0.02 1.55 0.13
H 2.02 -1.88 0.14 0.13
H 2.07 -0.86 -1.28 0.14
H 2.21 1.93 0.62 0.13
H 2.37 1.23 -0.86 0.12
H -2.44 0.22 -1.40 0.19
H -1.37 1.31 -0.74 0.14
```

The charge is +1. As for the LUMO energy: -3.19 eV. Its HOMO energy is -0.419 hartree.

***

#D
Below is a 2-piece molecular cluster, C3H10N3 overall, with properties calculated with the ωB97M-V functional and the def2-TZVPD basis.

```
16
Properties=species:S:1:pos:R:3:lowdin_charge:R:1
C 2.84 0.08 -0.51 0.03
C 0.80 -0.37 0.81 -0.18
C 1.73 -0.62 -0.42 -0.16
N 0.38 0.92 0.49 0.02
N -0.65 1.16 -0.13 0.13
N -2.81 -0.20 0.00 0.03
H 3.67 -0.20 -1.17 0.08
H 2.92 1.02 0.08 0.09
H -0.16 -0.99 0.78 0.12
H 1.53 -0.57 1.68 0.17
H 1.57 -1.44 -1.07 0.09
H -1.62 0.51 -0.32 0.07
H -0.78 2.14 -0.39 0.15
H -3.11 -0.86 -0.83 0.14
H -3.72 0.26 0.19 0.09
H -2.57 -0.85 0.81 0.11
```

The charge is +1. As for the LUMO energy: -4.55 eV. Its HOMO energy is -0.514 hartree.

***

Ordering by calculated energy gives the sequence #A, #B, #D, #C, with the first entry being the most stable.

***

#A
Below is a 2-piece molecular cluster, C3H10N3 overall, with properties calculated with the ωB97M-V functional and the def2-TZVPD basis.

```
16
Properties=species:S:1:pos:R:3:lowdin_charge:R:1
C 2.01 -0.89 0.49 0.08
C 1.48 0.47 0.04 -0.30
C -1.80 0.13 -0.36 -0.14
N 2.03 -0.19 -0.86 0.23
N 0.87 1.65 0.15 0.21
N -0.72 -0.72 0.17 -0.06
H 2.93 -0.87 1.18 0.15
H 1.39 -1.67 0.72 0.06
H -2.79 0.13 0.12 0.09
H -1.56 1.18 -0.17 0.06
H -2.02 0.01 -1.35 0.05
H 2.20 -0.40 -1.79 0.15
H 0.29 2.10 -0.54 0.13
H 0.94 2.15 1.01 0.12
H -0.91 -1.71 0.11 0.08
H -0.66 -0.53 1.17 0.09
```

The charge is +1. As for the LUMO energy: -3.35 eV. Its HOMO energy is -0.507 hartree.

***

#B
Below is a 2-piece molecular cluster, C3H10N3 overall, with properties calculated with the ωB97M-V functional and the def2-TZVPD basis.

```
16
Properties=species:S:1:pos:R:3:lowdin_charge:R:1
C -1.01 2.03 -1.00 -0.11
N -0.22 2.52 -0.10 0.01
H -1.68 1.17 -0.79 0.05
H -1.21 2.56 -1.96 0.09
H 0.50 3.14 -0.53 0.07
C 0.05 -1.16 -0.34 -0.13
C 0.68 -0.86 0.80 -0.21
N 1.39 0.22 1.16 0.10
N -0.70 -2.42 -0.41 0.16
H 0.07 -0.64 -1.35 0.14
H 0.54 -1.60 1.64 0.15
H 1.79 0.16 2.07 0.11
H 1.04 1.14 0.83 0.07
H -0.23 -3.17 -0.97 0.19
H -1.63 -2.33 -0.76 0.15
H -0.77 -2.79 0.54 0.16
```

The charge is +1. As for the LUMO energy: -3.55 eV. Its HOMO energy is -0.478 hartree.

***

Ordering by calculated energy gives the sequence #B, #A, with the first entry being the most stable.